Record 1
The following is a quantum chemistry calculation of a molecular structure, C18H24Br4O8Ta, from the OMol25 dataset.

Each line ends with the Mulliken charge.
Cartesian coordinates (Å):
Ta (0.02, 0.04, 0.03)  3.574
C (-2.16, -1.19, 1.89)  -0.480
C (-2.02, 0.14, 2.59)  -0.578
O (-0.90, 0.83, 1.94)  -0.325
C (-0.89, 2.25, 2.24)  -0.749
C (0.51, 2.68, 1.97)  -0.744
O (0.82, 2.18, 0.63)  -0.762
C (2.20, 2.50, 0.29)  -0.737
C (2.96, 1.21, 0.41)  -0.489
O (2.20, 0.22, -0.33)  -0.566
C (2.59, 0.04, -1.73)  -0.545
C (1.77, 0.99, -2.56)  -0.584
O (0.45, 1.05, -1.93)  -0.290
C (-0.35, 2.18, -2.40)  -0.739
C (-1.75, 1.75, -2.15)  -0.740
O (-1.78, 1.30, -0.76)  -0.796
C (-3.14, 0.86, -0.41)  -0.766
C (-3.08, -0.64, -0.34)  -0.480
O (-1.92, -0.97, 0.46)  -0.530
H (-3.15, -1.63, 2.03)  0.605
H (-1.41, -1.90, 2.22)  -0.086
H (-1.79, 0.01, 3.64)  0.570
H (-2.89, 0.78, 2.49)  0.426
H (-1.15, 2.41, 3.29)  0.601
H (-1.61, 2.75, 1.60)  0.318
H (1.21, 2.22, 2.68)  0.471
H (0.62, 3.76, 1.99)  0.483
H (2.58, 3.26, 0.97)  0.622
H (2.21, 2.92, -0.71)  0.122
H (3.01, 0.86, 1.44)  0.279
H (3.98, 1.27, 0.02)  0.676
H (2.37, -1.00, -1.97)  0.025
H (3.66, 0.21, -1.84)  0.615
H (1.66, 0.63, -3.58)  0.548
H (2.16, 2.00, -2.58)  0.445
H (-0.16, 2.35, -3.46)  0.601
H (-0.07, 3.06, -1.82)  0.302
H (-2.03, 0.90, -2.79)  0.459
H (-2.46, 2.56, -2.29)  0.505
H (-3.84, 1.20, -1.17)  0.628
H (-3.40, 1.34, 0.53)  0.123
H (-2.90, -1.09, -1.32)  0.274
H (-3.97, -1.08, 0.09)  0.675
Br (1.54, -6.49, -1.57)  -0.062
C (1.22, -4.91, -0.63)  0.404
C (1.30, -4.88, 0.77)  0.412
Br (1.73, -6.42, 1.73)  -0.058
C (1.07, -3.69, 1.48)  -0.066
Br (1.17, -3.52, 3.34)  -0.062
C (0.77, -2.58, 0.74)  0.032
O (0.52, -1.29, 1.23)  -0.228
C (0.63, -2.62, -0.64)  -0.182
O (0.27, -1.37, -1.15)  -0.032
C (0.87, -3.76, -1.37)  -0.048
Br (0.72, -3.69, -3.22)  -0.071

Properties
* energy relative to the best compared isomer or geometry (same formula, charge and spin): 0.0 kJ/mol
* net charge: +3
* frontier orbital gap: 0.20694 Eh
* E_tot: -317130.7164 eV
* HOMO energy: -0.5974 Ha
* max |F|: 1.3 eV/Å

Record 2
The following is a quantum chemistry calculation of a molecular structure, C18H24BrFeNSe2Te, from the OMol25 dataset.

Each line ends with the Löwdin spin population.
Cartesian coordinates (Å):
Fe (0.72, 1.56, -0.63)  3.721
C (0.27, 1.61, 5.09)  0.000
C (1.08, 1.57, 3.83)  0.001
C (2.48, 1.62, 3.85)  0.008
C (3.21, 1.59, 2.66)  0.002
C (2.49, 1.51, 1.51)  0.015
Br (3.31, 1.44, -0.22)  0.044
N (1.16, 1.47, 1.43)  0.048
C (0.47, 1.49, 2.59)  0.011
H (0.90, 1.57, 5.98)  0.000
H (-0.44, 0.78, 5.13)  0.000
H (-0.31, 2.54, 5.14)  0.000
H (3.00, 1.68, 4.79)  0.000
H (4.29, 1.63, 2.66)  0.000
H (-0.61, 1.46, 2.51)  0.001
C (-3.10, 1.97, -0.42)  0.007
Se (-1.70, 1.49, -1.68)  0.039
C (-1.59, 3.15, -2.69)  0.004
C (-0.99, 4.33, -1.95)  0.006
Se (0.81, 4.03, -1.25)  0.070
C (1.84, 4.27, -2.89)  0.012
H (-4.02, 2.06, -1.00)  0.001
H (-2.87, 2.91, 0.08)  0.000
H (-3.21, 1.17, 0.30)  0.000
H (-2.62, 3.38, -2.99)  0.000
H (-1.03, 2.91, -3.60)  0.000
H (-1.59, 4.64, -1.09)  0.000
H (-0.92, 5.19, -2.61)  0.001
H (1.54, 5.22, -3.32)  0.002
H (1.67, 3.46, -3.60)  0.001
H (2.89, 4.31, -2.61)  0.000
C (-1.04, -2.52, -0.94)  0.074
Te (0.87, -1.77, -1.45)  0.751
C (1.53, -3.78, -1.30)  0.081
C (0.32, -4.62, -1.02)  0.011
C (0.44, -6.01, -0.95)  -0.001
C (-0.67, -6.77, -0.66)  0.003
C (-1.91, -6.17, -0.47)  0.003
C (-2.04, -4.80, -0.55)  -0.001
C (-0.91, -4.02, -0.83)  0.010
H (-1.73, -2.20, -1.72)  0.018
H (-1.35, -2.05, -0.01)  0.019
H (2.28, -3.80, -0.50)  0.021
H (2.05, -4.04, -2.23)  0.015
H (1.40, -6.48, -1.11)  0.000
H (-0.58, -7.85, -0.60)  0.000
H (-2.78, -6.78, -0.25)  0.000
H (-3.01, -4.33, -0.41)  0.000

Properties
* <S²>: 8.77
* net charge: +3
* frontier orbital gap (spin up / spin down): 0.26904 / 0.16936 Eh
* E_tot: -262933.3999 eV
* multiplicity: 6
* HOMO energy (spin up / spin down): -0.6219 / -0.6200 Ha
* max |F|: 1.1 eV/Å

Record 3
The following is a quantum chemistry calculation of a molecular structure, C18H24Cl3FeN8O2PSi, from the OMol25 dataset.

Each line ends with the Löwdin spin population.
Cartesian coordinates (Å):
Fe (0.17, -0.20, -0.50)  3.741
N (3.53, -0.55, 2.45)  0.003
C (2.83, -0.49, 1.32)  0.006
N (1.65, 0.05, 1.20)  0.031
C (1.07, 0.63, 2.33)  0.004
N (-0.09, 1.22, 2.25)  0.001
N (-0.52, 1.26, 0.93)  0.037
C (-1.04, 2.34, 0.51)  0.012
C (-1.42, 2.38, -0.91)  0.003
C (-2.07, 3.47, -1.45)  0.002
C (-2.40, 3.43, -2.80)  -0.002
C (-2.08, 2.31, -3.54)  0.002
C (-1.42, 1.26, -2.91)  0.002
N (-1.09, 1.29, -1.62)  0.037
C (1.79, 0.60, 3.60)  0.001
C (1.31, 1.22, 4.76)  0.001
C (2.05, 1.20, 5.92)  0.000
C (3.31, 0.57, 5.94)  0.001
C (3.81, -0.02, 4.80)  0.000
C (3.05, 0.01, 3.64)  0.000
H (4.46, -0.94, 2.43)  0.000
H (3.30, -0.93, 0.45)  0.002
H (-1.16, 3.21, 1.15)  0.001
H (-2.29, 4.33, -0.84)  0.000
H (-2.91, 4.27, -3.27)  0.000
H (-2.33, 2.24, -4.59)  0.000
H (-1.12, 0.38, -3.46)  0.000
H (0.36, 1.74, 4.73)  0.000
H (1.69, 1.69, 6.81)  0.000
H (3.90, 0.57, 6.84)  0.000
H (4.78, -0.49, 4.80)  0.000
C (-1.47, -3.30, -3.68)  0.002
C (-0.94, -2.39, -2.67)  0.014
N (-0.51, -1.67, -1.89)  0.029
H (-2.51, -3.53, -3.45)  0.000
H (-0.89, -4.22, -3.69)  0.000
H (-1.42, -2.83, -4.66)  0.000
N (-0.76, -5.07, 2.69)  0.000
C (-1.55, -4.10, 1.85)  0.001
P (-0.90, -2.41, 2.23)  0.004
O (0.19, -2.71, 3.22)  0.001
O (-0.68, -1.62, 0.99)  0.035
C (-2.15, -1.51, 3.24)  0.001
N (-1.33, -0.59, 4.12)  0.000
H (-0.09, -4.48, 3.23)  0.000
H (-0.23, -5.74, 2.13)  0.000
H (-1.35, -5.61, 3.33)  0.000
H (-2.61, -4.21, 2.06)  0.000
H (-1.39, -4.33, 0.79)  0.000
H (-2.70, -2.17, 3.90)  0.000
H (-2.84, -0.91, 2.64)  0.000
H (-0.87, 0.17, 3.57)  0.000
H (-0.56, -1.15, 4.50)  0.000
H (-1.88, -0.19, 4.88)  0.000
Cl (4.02, 0.71, -4.55)  0.144
Si (3.35, 1.82, -3.00)  0.582
Cl (4.81, 2.37, -1.71)  0.143
Cl (2.11, 0.45, -1.83)  0.156

Properties
* energy relative to the best compared isomer or geometry (same formula, charge and spin): 0.0 kJ/mol
* <S²>: 8.76
* net charge: +3
* frontier orbital gap (spin up / spin down): 0.28762 / 0.26942 Eh
* E_tot: -124174.9607 eV
* multiplicity: 6
* HOMO energy (spin up / spin down): -0.5791 / -0.5947 Ha
* max |F|: 1.3 eV/Å

Record 4
The following is a quantum chemistry calculation of a molecular structure, C18H24F4N6O7P2Pm, from the OMol25 dataset.

Each line ends with the Löwdin spin population.
Cartesian coordinates (Å):
Pm (-0.01, -0.04, -0.22)  4.029
C (-1.33, -0.46, -3.63)  0.001
N (-1.42, 0.47, -2.45)  -0.004
C (-0.66, 1.66, -2.84)  0.000
C (-2.84, 0.57, -2.10)  0.000
C (-2.95, 1.50, -0.95)  0.001
N (-2.13, 0.88, 0.12)  -0.007
C (-2.67, 1.10, 1.36)  0.000
C (-2.65, -0.05, 2.21)  0.000
F (-2.12, -1.19, 1.67)  0.000
C (-3.09, 0.06, 3.50)  0.000
F (-2.85, -1.04, 4.21)  0.000
C (-3.74, 1.19, 4.00)  0.000
C (-3.72, 2.33, 3.18)  0.000
F (-4.37, 3.45, 3.55)  0.000
C (-3.25, 2.27, 1.86)  0.000
F (-3.11, 3.35, 1.06)  0.000
H (-1.84, -0.12, -4.54)  0.000
H (-1.62, -1.44, -3.40)  0.000
H (-0.30, -0.54, -4.02)  0.000
H (-1.32, 2.51, -3.06)  0.000
H (-0.09, 1.48, -3.71)  0.000
H (1.04, 1.64, -1.97)  0.000
H (-3.21, -0.44, -1.81)  0.000
H (-3.44, 0.82, -2.98)  0.000
H (-3.97, 1.65, -0.57)  0.000
H (-2.56, 2.53, -1.19)  0.000
H (-4.12, 1.30, 4.99)  0.000
N (0.58, 2.11, 3.87)  0.000
C (-0.22, 3.09, 3.35)  0.000
C (-0.23, 2.91, 2.01)  0.000
N (0.48, 1.76, 1.68)  -0.003
C (0.95, 1.28, 2.82)  0.000
C (1.49, -0.05, 2.92)  0.000
N (1.35, -0.89, 1.94)  -0.003
C (1.92, -2.06, 2.30)  0.000
C (2.40, -1.89, 3.58)  0.000
N (2.17, -0.59, 3.94)  0.000
H (0.63, 1.89, 4.85)  0.000
H (-0.64, 3.79, 4.05)  0.000
H (-0.74, 3.51, 1.24)  0.000
H (1.85, -2.99, 1.76)  0.000
H (2.81, -2.59, 4.31)  0.000
H (2.51, -0.30, 4.86)  0.000
C (2.86, -1.62, -3.80)  0.000
C (2.96, -2.12, -2.37)  0.000
O (3.88, -3.23, -2.35)  0.000
P (1.53, -2.99, -1.70)  0.000
O (2.20, -3.94, -0.57)  0.000
O (1.15, -3.97, -2.94)  0.000
O (0.45, -2.27, -0.98)  -0.004
P (3.47, -0.71, -1.13)  0.000
O (4.49, -0.09, -2.25)  0.000
O (2.11, 0.16, -1.17)  -0.005
O (0.19, 1.96, -1.74)  -0.004
H (2.24, -2.23, -4.46)  0.000
H (3.85, -1.60, -4.28)  0.000
H (2.50, -0.61, -3.74)  0.000
H (4.66, -2.82, -2.76)  0.000
H (3.04, -4.33, -0.88)  0.000
H (0.51, -4.69, -2.68)  0.000
H (4.98, 0.65, -1.94)  0.000

Properties
* energy relative to the best compared isomer or geometry (same formula, charge and spin): 213.3 kJ/mol
* <S²>: 6.00
* net charge: +1
* frontier orbital gap (spin up / spin down): 0.28693 / 0.28844 Eh
* E_tot: -88332.0617 eV
* multiplicity: 5
* HOMO energy (spin up / spin down): -0.3702 / -0.3710 Ha
* max |F|: 3.4 eV/Å